# 1
Below is a cluster of 7 separate species, C18H54N6O9 in total in a non-equilibrium geometry, with properties calculated with wB97M-V/def2-TZVPD.

XYZ file:
```
87
Properties=species:S:1:pos:R:3:forces:R:3:mulliken_charge:R:1
N 5.922900 3.135100 -16.949070 -0.3 -0.2 -0.5 -0.470
H 6.551910 3.924150 -16.991900 0.2 0.5 0.6 0.355
H 6.356150 2.378610 -17.459080 0.1 -0.6 -0.3 0.368
H 5.053910 3.379680 -17.401990 -0.5 0.2 -0.5 0.347
H 5.659800 2.809700 -16.029840 0.3 0.0 0.8 0.379
N 1.752520 -2.117750 -17.686720 1.4 0.2 -0.3 0.991
O 2.967270 -1.829280 -17.654310 1.3 0.2 -0.2 -0.690
O 1.017980 -1.613560 -16.867870 -1.9 1.1 1.9 -0.657
O 1.326310 -2.881050 -18.534000 -0.6 -1.2 -1.3 -0.643
C 7.975350 7.980360 -13.573050 -1.4 1.3 0.0 -0.255
C 7.435020 8.185980 -14.986830 0.9 0.7 0.1 -0.541
O 7.955780 7.240380 -15.838320 0.4 -2.3 -1.4 -0.487
O 7.216770 6.930660 -13.034230 -0.3 -0.8 0.2 -0.507
H 7.732930 8.913310 -13.064210 0.2 0.2 0.4 0.256
H 9.047870 7.815110 -13.470600 0.2 -0.1 -0.5 0.360
H 7.746830 9.105450 -15.482260 -0.3 0.9 0.9 0.320
H 6.347950 8.114350 -15.022100 0.1 0.0 0.3 0.285
H 8.911400 7.299070 -15.767960 0.1 -0.1 -0.2 0.272
H 7.498420 6.692750 -12.147850 0.1 0.2 0.0 0.290
C 9.876040 -1.880550 -18.188690 2.2 -2.0 0.1 -1.408
C 9.634960 -1.635440 -19.671380 -0.2 -1.1 0.7 0.337
C 9.542280 -2.906560 -20.578280 0.0 0.6 0.2 -0.671
O 10.781700 -3.535410 -20.692550 0.7 -0.3 0.1 -0.314
C 10.864890 -4.596500 -21.637950 0.2 0.1 0.7 -0.739
N 8.369660 -0.959730 -19.626120 -1.0 0.9 -1.0 -0.653
H 10.801350 -2.444300 -18.069960 0.6 0.1 -0.2 0.360
H 9.232060 -2.664620 -17.790420 -0.9 0.5 0.1 0.364
H 10.020740 -1.037100 -17.513590 -0.6 0.2 -0.4 0.336
H 10.436500 -1.052700 -20.125310 -0.1 0.4 0.2 0.275
H 9.199710 -2.529110 -21.541760 0.0 0.1 -0.5 0.329
H 8.770980 -3.616870 -20.280550 -0.2 -0.1 0.5 0.381
H 10.914070 -4.207320 -22.654910 -0.2 -0.1 -0.1 0.282
H 10.070390 -5.329610 -21.498630 -0.4 0.2 -0.2 0.319
H 11.775770 -5.154450 -21.420950 0.2 0.3 -0.1 0.249
H 7.710060 -1.577200 -19.174720 -0.2 0.0 0.3 0.298
H 7.978260 -0.837080 -20.549080 0.0 0.2 -0.4 0.258
C 12.772380 5.493310 -18.767170 0.2 -1.2 -1.1 -1.369
C 13.219170 6.915070 -18.805420 -0.3 -0.1 0.9 0.524
C 12.890180 7.719390 -20.052930 -0.1 -0.1 0.5 -0.677
O 13.631780 7.286650 -21.160460 -0.4 0.6 -0.4 -0.314
C 13.452000 8.033040 -22.383170 0.3 -1.2 0.0 -0.746
N 12.484160 7.534860 -17.664180 0.5 0.5 -1.1 -0.593
H 13.259280 4.937430 -19.568440 0.0 -0.2 -0.1 0.351
H 11.695670 5.384640 -18.897490 -0.1 0.2 0.0 0.261
H 13.047830 4.998220 -17.835980 0.0 0.2 0.1 0.353
H 14.301330 6.942260 -18.677850 0.2 0.1 0.1 0.236
H 13.121800 8.760400 -19.827580 0.1 0.4 0.0 0.302
H 11.808220 7.643040 -20.160740 -0.3 0.0 -0.6 0.335
H 13.996820 8.972220 -22.479200 0.3 0.1 0.6 0.285
H 12.420570 8.244980 -22.664850 -0.3 -0.2 0.4 0.318
H 13.861940 7.323640 -23.102060 -0.1 0.3 -0.3 0.258
H 12.592980 8.516330 -17.876250 -0.2 0.6 0.9 0.228
H 12.994350 7.322360 -16.818810 0.0 0.2 0.2 0.257
C 5.044260 0.285370 -10.673400 0.4 -0.4 0.6 -1.372
C 4.472870 -0.635900 -11.752170 0.2 1.0 0.8 0.379
C 3.522490 -1.711690 -11.290700 1.0 -1.6 1.2 -0.639
O 4.239260 -2.420150 -10.235630 -0.6 -0.9 -1.1 -0.317
C 3.744540 -3.753540 -9.989280 0.7 0.7 1.1 -0.767
N 3.844300 0.300970 -12.656980 -0.7 0.0 -1.0 -0.732
H 5.692170 1.021210 -11.149690 0.0 0.0 -0.1 0.353
H 5.639450 -0.225780 -9.916720 -0.1 -0.2 -0.1 0.348
H 4.269710 0.840030 -10.143750 -0.2 0.0 0.0 0.320
H 5.320740 -1.155370 -12.198690 -0.1 0.1 -0.4 0.269
H 3.359940 -2.400590 -12.119620 -0.1 -0.1 -0.2 0.411
H 2.530650 -1.461410 -10.914260 0.0 0.8 0.0 0.327
H 2.996810 -3.659390 -9.201790 -0.6 -0.3 -0.3 0.280
H 4.543920 -4.332140 -9.526360 0.3 0.2 0.0 0.246
H 3.429330 -4.364010 -10.835490 -0.3 0.6 -0.4 0.320
H 3.354340 -0.182380 -13.396180 0.2 -0.4 -0.6 0.298
H 3.048360 0.652660 -12.144250 -0.1 0.6 0.3 0.281
C 0.459650 5.458540 -17.690310 -1.4 -1.9 1.0 -1.272
C 0.360260 4.629510 -18.982160 0.3 0.7 0.3 0.275
C -0.756070 5.013430 -19.929570 0.0 2.0 -0.6 -0.718
O -0.364290 4.590870 -21.198010 -0.1 -1.5 -1.3 -0.342
C -0.962380 5.253780 -22.297120 0.2 0.2 0.5 -0.753
N 1.688640 4.801580 -19.573710 -0.3 0.1 -0.8 -0.741
H 0.960130 4.751470 -17.028740 0.7 0.6 0.3 0.317
H -0.484020 5.563360 -17.154960 -0.4 0.2 -0.3 0.352
H 0.915430 6.447750 -17.733120 0.2 -0.3 -0.4 0.334
H 0.240030 3.550710 -18.883070 0.0 0.0 0.9 0.368
H -0.854990 6.090050 -20.068120 0.2 0.8 0.7 0.343
H -1.760660 4.746550 -19.601450 -0.1 -0.9 0.0 0.380
H -0.508830 4.959800 -23.243670 0.0 -0.6 0.3 0.256
H -0.733860 6.316990 -22.223260 -0.4 0.4 0.1 0.349
H -2.036700 5.069880 -22.308870 -0.1 0.1 -0.2 0.279
H 1.516320 4.498970 -20.521770 0.6 -0.6 -0.5 0.343
H 1.739590 5.796020 -19.742790 0.5 0.6 0.2 0.237
```
Forces are in eV/Å.

Kohn-Sham gap = 4.268 eV
LUMO = -1.615 eV
relative energy (zero: lowest compared OMol25 entry of this formula, charge and spin) = 1334.2 kJ/mol
charge = 0
maximum force = 0.0577 Eh/bohr

=====

# 2
Below is a cluster of 9 separate species, C18H54O9 in total in a non-equilibrium geometry, with properties calculated with wB97M-V/def2-TZVPD.

XYZ file:
```
81
Properties=species:S:1:pos:R:3:forces:R:3:mulliken_charge:R:1
C -4.856829 2.620983 6.134189 1.0 -1.7 -0.9 -1.047
C -4.521164 4.017304 5.826249 0.2 1.9 -0.4 -0.130
O -3.142521 4.210869 5.523391 0.6 -1.1 0.5 -0.538
H -5.937695 2.480335 6.126073 0.1 0.0 0.6 0.329
H -4.295100 2.287036 7.006556 -0.7 0.1 0.5 0.286
H -4.455418 1.950391 5.374414 -0.1 0.0 -0.4 0.291
H -4.815238 4.542953 6.734722 0.1 0.8 -0.1 0.226
H -5.055340 4.410249 4.961175 -0.6 -0.1 0.1 0.285
H -2.892993 5.100758 5.263706 -0.6 0.1 0.1 0.298
C -19.132447 5.873878 -1.603065 0.9 -1.1 -0.6 -0.929
C -19.254164 7.038710 -0.697688 0.7 -1.2 0.6 -0.262
O -20.595051 7.117870 -0.290950 -0.8 1.3 0.0 -0.524
H -19.790755 5.962618 -2.467278 0.1 -0.1 0.0 0.262
H -19.306522 4.935772 -1.076048 -0.5 0.0 0.0 0.290
H -18.089781 5.762108 -1.900530 0.1 0.2 -0.5 0.319
H -18.803937 7.890032 -1.208230 -0.9 0.7 0.2 0.304
H -18.622026 6.836113 0.166874 0.2 0.3 0.2 0.228
H -20.753057 6.515171 0.439389 0.2 0.0 0.0 0.310
C -9.278035 -3.287622 3.766524 0.3 0.6 0.2 -1.036
C -10.694697 -2.804759 4.149629 1.6 -0.6 -0.4 -0.178
O -11.118403 -3.418865 5.358576 -0.5 0.6 0.0 -0.508
H -8.876365 -2.828743 2.863092 -0.4 0.1 -0.3 0.325
H -9.193847 -4.365043 3.624433 -0.3 -0.1 0.1 0.327
H -8.549687 -2.987399 4.519834 -0.1 -0.2 0.3 0.278
H -11.319369 -2.959798 3.269940 -0.6 -0.3 0.2 0.233
H -10.663988 -1.727140 4.310601 -0.1 -0.1 0.3 0.254
H -11.048776 -4.376285 5.348455 0.1 0.0 -0.4 0.305
C -9.789612 2.995926 -1.260640 -0.4 -1.0 0.3 -0.990
C -11.083540 2.154905 -1.150780 -0.4 0.7 -0.4 -0.159
O -12.282380 2.952938 -1.188543 0.7 0.8 0.2 -0.535
H -9.773256 3.660358 -2.124561 -0.2 0.1 0.2 0.295
H -9.026641 2.232881 -1.414692 0.3 0.0 -0.2 0.320
H -9.477266 3.475886 -0.333182 -0.4 0.4 -0.1 0.283
H -11.074805 1.581633 -0.223753 0.1 -0.2 0.0 0.243
H -11.097928 1.501659 -2.023223 0.0 -0.3 0.1 0.246
H -13.089373 2.453645 -1.333737 0.3 -0.4 0.0 0.296
C -8.959608 -4.934432 -5.078232 1.9 0.1 1.1 -0.993
C -7.759789 -4.206495 -4.356759 -0.3 -1.3 -1.6 -0.229
O -6.657343 -5.170052 -4.243166 -1.2 1.1 0.4 -0.516
H -9.190513 -5.814207 -4.477584 -0.7 0.3 0.3 0.279
H -8.596552 -5.408083 -5.990335 -0.1 0.6 -0.4 0.283
H -9.758401 -4.203925 -5.206249 -0.2 -0.5 -0.2 0.323
H -8.079645 -3.775005 -3.408284 0.1 -0.3 0.2 0.315
H -7.425079 -3.386571 -4.992209 0.1 0.1 0.0 0.240
H -6.217250 -4.929809 -3.424510 0.3 -0.2 0.0 0.298
C -6.694945 10.261764 0.605508 -1.3 1.0 1.7 -0.824
C -6.191560 11.384067 1.572174 1.0 -1.0 -1.9 -0.323
O -5.480383 12.278177 0.678431 -0.1 0.2 1.0 -0.509
H -5.868169 9.789664 0.074800 -0.1 0.2 0.1 0.259
H -7.432841 10.728272 -0.047165 0.2 -0.2 -0.5 0.252
H -7.264202 9.541758 1.193420 0.1 -0.4 -0.1 0.317
H -5.496274 10.892190 2.252422 0.3 0.5 0.1 0.226
H -6.889488 11.978990 2.161288 -0.5 -0.5 -0.1 0.302
H -6.135038 12.948165 0.468319 0.2 0.2 -0.3 0.300
C -14.965097 -0.231292 -8.005266 0.6 -0.1 0.6 -1.057
C -15.873932 0.955109 -8.155078 0.4 0.5 -0.5 -0.152
O -16.124459 1.189960 -9.545550 -0.2 -0.5 0.0 -0.525
H -14.763140 -0.431158 -6.952946 -0.5 -0.1 0.3 0.347
H -13.955711 0.035433 -8.318450 -0.1 -0.2 -0.8 0.275
H -15.330456 -1.146063 -8.471975 0.1 0.2 -0.1 0.299
H -15.317519 1.828538 -7.815047 -0.2 0.1 0.6 0.225
H -16.800000 0.850182 -7.589838 -0.1 -0.1 0.0 0.292
H -16.789704 1.876948 -9.629841 0.0 0.0 0.0 0.296
C -8.055760 3.646191 -9.255771 -0.8 -1.3 0.2 -0.908
C -8.441184 3.338261 -10.710754 -0.1 0.9 -0.4 -0.222
O -7.361236 2.742636 -11.393953 0.9 -0.4 -0.2 -0.525
H -7.952825 2.676929 -8.767883 1.0 -0.2 -0.1 0.245
H -8.816646 4.013628 -8.567188 -0.4 0.8 -0.7 0.343
H -7.162083 4.267009 -9.192332 0.0 -0.3 0.0 0.255
H -8.597159 4.258894 -11.273072 -0.3 0.3 0.2 0.195
H -9.320226 2.724041 -10.905978 -0.3 0.1 0.8 0.314
H -7.512270 1.809698 -11.562545 -0.1 0.1 0.2 0.301
C -18.550474 -5.742537 -1.713745 0.5 -0.6 0.2 -0.872
C -17.619937 -4.844717 -0.828179 -1.3 0.4 -1.1 -0.256
O -17.890956 -3.441542 -1.090303 0.8 -0.6 0.0 -0.535
H -19.389889 -5.259799 -2.214173 -0.2 0.5 0.9 0.306
H -18.862468 -6.593725 -1.108567 -0.5 0.1 0.0 0.283
H -18.112140 -6.223472 -2.588204 0.9 0.2 0.1 0.266
H -16.577639 -5.087234 -1.035321 0.0 0.5 -0.1 0.265
H -17.772994 -5.017371 0.237124 -0.2 -0.3 0.0 0.248
H -18.703154 -3.208851 -0.634457 0.0 -0.1 0.0 0.295
```
Forces are in eV/Å.

Kohn-Sham gap = 10.541 eV
LUMO = 0.356 eV
relative energy (zero: lowest compared OMol25 entry of this formula, charge and spin) = 558.5 kJ/mol
charge = 0
SMILES = CCO.CCO.CCO.CCO.CCO.CCO.CCO.CCO.CCO
maximum force = 0.0469 Eh/bohr

=====

- Which value of maximum force does entry 2 give?
  0.0469 Eh/bohr

=====

- What is the relative energy (zero: lowest compared OMol25 entry of this formula, charge and spin) in the second record?
  558.5 kJ/mol